No. 1
Computed, not measured: 3 unconnected molecules or ions with the total composition C25H28FN3O9S3 in a non-equilibrium geometry, with ωB97M-V/def2-TZVPD.

Bonds (Å) are listed after each position.
Element x y z (Å)
1 O 9.405 -3.704 0.523  C2 1.360
2 C 9.170 -2.607 -0.246  O1 1.360, N3 1.397
3 N 9.237 -1.754 -1.350  C2 1.397, N4 1.386
4 N 7.976 -1.682 -1.921  N3 1.386, C5 1.515, S24 1.747
5 C 7.516 -0.244 -2.046  N4 1.515, C6 1.651, H28 1.184, H29 1.191
6 C 6.139 0.031 -1.179  C5 1.651, C7 1.641, H30 1.184, H31 1.191
7 C 4.777 -0.387 -1.994  C6 1.641, S8 1.904, H32 1.179, H33 1.186
8 S 3.700 1.130 -2.395  C7 1.904, C9 1.913
9 C 1.954 0.497 -2.853  S8 1.913, S10 1.696, N11 1.492
10 S 1.193 1.347 -4.107  C9 1.696
11 N 1.433 -0.627 -2.021  C9 1.492, C12 1.497, C18 1.509
12 C 0.482 -1.564 -2.698  N11 1.497, C13 1.637, C17 1.673
13 C -0.993 -1.240 -3.330  C12 1.637, C14 1.638, H34 1.187
14 C -1.908 -2.417 -4.008  C13 1.638, C15 1.652, H35 1.189
15 C -1.441 -4.001 -4.053  C14 1.652, C16 1.651, H36 1.178
16 C 0.036 -4.372 -3.414  C15 1.651, C17 1.641, H37 1.184
17 C 0.944 -3.171 -2.761  C12 1.673, C16 1.641, H38 1.193
18 C 0.769 -0.204 -0.734  N11 1.509, C19 1.673, C23 1.654
19 C 1.162 -1.121 0.610  C18 1.673, C20 1.659, H39 1.193
20 C 0.494 -0.847 2.103  C19 1.659, C21 1.645, H40 1.174
21 C -0.608 0.364 2.260  C20 1.645, C22 1.638, H41 1.170
22 C -0.973 1.280 0.952  C21 1.638, C23 1.666, H42 1.184
23 C -0.319 1.029 -0.560  C18 1.654, C22 1.666, H43 1.182
24 S 7.890 -2.533 -3.444  N4 1.747, O25 1.564, O26 1.576, F27 1.729
25 O 6.422 -3.040 -3.621  S24 1.564
26 O 8.847 -3.781 -3.339  S24 1.576
27 F 8.398 -1.580 -4.794  S24 1.729
28 H 7.324 0.108 -3.161  C5 1.184
29 H 8.371 0.465 -1.616  C5 1.191
30 H 6.178 -0.442 -0.094  C6 1.184
31 H 6.102 1.209 -1.004  C6 1.191
32 H 4.168 -1.196 -1.391  C7 1.179
33 H 5.033 -0.890 -3.037  C7 1.186
34 H -1.378 -0.118 -3.281  C13 1.187
35 H -2.969 -2.179 -4.489  C14 1.189
36 H -2.085 -4.882 -4.497  C15 1.178
37 H 0.480 -5.467 -3.355  C16 1.184
38 H 1.994 -3.465 -2.278  C17 1.193
39 H 1.942 -2.013 0.468  C19 1.193
40 H 0.813 -1.568 2.973  C20 1.174
41 H -1.088 0.524 3.316  C21 1.170
42 H -1.777 2.136 1.105  C22 1.184
43 H -0.630 1.691 -1.488  C23 1.182
44 C -5.777 -0.110 2.912  C45 1.515, H51 1.094, H52 1.095, H53 1.095
45 C -5.653 0.133 1.422  C44 1.515, C46 1.499, O50 1.418, H54 1.097
46 C -6.330 -0.910 0.582  C45 1.499, O47 1.417, H55 1.093, H56 1.096
47 O -5.590 -0.853 -0.625  C46 1.417, C48 1.368
48 C -4.337 -0.418 -0.290  O47 1.368, O49 1.219, O50 1.367
49 O -3.379 -0.432 -1.045  C48 1.219
50 O -4.303 0.026 1.003  C45 1.418, C48 1.367
51 H -6.810 0.020 3.249  C44 1.094
52 H -5.447 -1.121 3.178  C44 1.095
53 H -5.134 0.583 3.466  C44 1.095
54 H -6.003 1.142 1.174  C45 1.097
55 H -7.384 -0.681 0.401  C46 1.093
56 H -6.248 -1.923 0.991  C46 1.096
57 C -2.731 4.426 5.406  C58 1.515, H64 1.094, H65 1.095, H66 1.095
58 C -3.542 4.055 4.181  C57 1.515, C59 1.499, O63 1.418, H67 1.097
59 C -4.382 5.179 3.650  C58 1.499, O60 1.417, H68 1.093, H69 1.096
60 O -5.436 4.489 3.003  C59 1.417, C61 1.368
61 C -5.566 3.289 3.647  O60 1.368, O62 1.219, O63 1.367
62 O -6.496 2.518 3.484  C61 1.219
63 O -4.517 3.076 4.498  C58 1.418, C61 1.367
64 H -1.944 5.144 5.155  C57 1.094
65 H -3.366 4.860 6.186  C57 1.095
66 H -2.269 3.534 5.841  C57 1.095
67 H -2.887 3.639 3.406  C58 1.097
68 H -3.837 5.808 2.940  C59 1.093
69 H -4.812 5.813 4.433  C59 1.096

Calculated values
- E_LUMO (eV) = -1.672
- structure (SMILES) = O=C=NN(CCCSC(=S)N(c1ccccc1)c1ccccc1)S(=O)(=O)F.C[C@@H]1COC(=O)O1.C[C@@H]1COC(=O)O1
- gap between HOMO and LUMO (eV) = 6.3
- HOMO energy (eV) = -8.0
- M (g/mol) = 629.7
- maximum force (hartree/bohr) = 0.232

***

No. 2
Computed, not measured: 2 unconnected molecules or ions with the total composition C18H21N3O3 in a non-equilibrium geometry, with ωB97M-V/def2-TZVPD.

Bonds (Å) are listed after each position.
Element x y z (Å)
1 C -3.672 2.679 0.744  C2 1.495, H10 1.093, H11 1.102, H12 1.102
2 C -2.186 2.835 0.701  C1 1.495, C3 1.382, C8 1.459
3 C -1.308 1.768 0.673  C2 1.382, N4 1.327, H13 1.099
4 N 0.019 1.819 0.641  C3 1.327, C5 1.367
5 C 0.635 3.038 0.670  N4 1.367, O6 1.230, N7 1.404
6 O 1.855 3.189 0.676  C5 1.230
7 N -0.211 4.159 0.685  C5 1.404, C8 1.393, H14 1.007
8 C -1.603 4.172 0.733  C2 1.459, N7 1.393, O9 1.228
9 O -2.225 5.228 0.802  C8 1.228
10 H -4.120 3.676 0.755  C1 1.093
11 H -4.055 2.134 -0.134  C1 1.102
12 H -3.995 2.138 1.647  C1 1.102
13 H -1.721 0.750 0.678  C3 1.099
14 H 0.272 5.042 0.714  N7 1.007
15 C -0.265 -2.745 -4.530  C16 1.521, O29 1.426, H30 1.102, H31 1.105
16 C -0.122 -1.441 -3.759  C15 1.521, N17 1.468, H32 1.098, H33 1.104
17 N 0.008 -1.655 -2.312  C16 1.468, C18 1.342, C27 1.468
18 C 0.610 -0.704 -1.583  N17 1.342, C19 1.392, H34 1.100
19 C 0.777 -0.800 -0.205  C18 1.392, C20 1.400, H35 1.106
20 C 1.443 0.200 0.515  C19 1.400, C21 1.457, H36 1.081
21 C 1.916 -0.081 1.864  C20 1.457, C22 1.412, C26 1.410
22 C 3.227 0.233 2.282  C21 1.412, C23 1.391, H37 1.093
23 C 3.628 -0.081 3.576  C22 1.391, C24 1.404, H38 1.089
24 C 2.725 -0.672 4.473  C23 1.404, C25 1.400, H39 1.090
25 C 1.440 -1.029 4.046  C24 1.400, C26 1.391, H40 1.089
26 C 1.031 -0.730 2.750  C21 1.410, C25 1.391, H41 1.095
27 C -0.733 -2.723 -1.628  N17 1.468, C28 1.523, H42 1.106, H43 1.105
28 C -1.651 -3.416 -2.627  C27 1.523, O29 1.433, H44 1.103, H45 1.107
29 O -1.043 -3.748 -3.882  C15 1.426, C28 1.433
30 H -0.753 -2.536 -5.497  C15 1.102
31 H 0.734 -3.168 -4.739  C15 1.105
32 H 0.774 -0.896 -4.082  C16 1.098
33 H -1.012 -0.815 -3.946  C16 1.104
34 H 0.923 0.208 -2.113  C18 1.100
35 H 0.356 -1.657 0.353  C19 1.106
36 H 1.849 1.054 -0.009  C20 1.081
37 H 3.906 0.700 1.563  C22 1.093
38 H 4.647 0.134 3.893  C23 1.089
39 H 3.037 -0.914 5.489  C24 1.090
40 H 0.741 -1.528 4.716  C25 1.089
41 H 0.012 -0.945 2.411  C26 1.095
42 H -0.049 -3.458 -1.165  C27 1.106
43 H -1.339 -2.285 -0.814  C27 1.105
44 H -1.987 -4.391 -2.238  C28 1.103
45 H -2.512 -2.740 -2.789  C28 1.107

Calculated values
- E_LUMO (eV) = -0.765
- gap between HOMO and LUMO (eV) = 6.6
- HOMO energy (eV) = -7.4
- M (g/mol) = 327.4
- maximum force (hartree/bohr) = 0.033

***

No. 3
Computed, not measured: 2 unconnected molecules or ions with the total composition C4H12 in a non-equilibrium geometry, with ωB97M-V/def2-TZVPD.

Bonds (Å) are listed after each position.
Element x y z (Å)
1 C 0.042 -1.786 0.255  C2 1.610, H3 1.078, H4 1.210, H5 1.143
2 C 0.143 -1.271 1.777  C1 1.610, H6 1.093, H7 1.163, H8 1.123
3 H -0.638 -1.158 -0.298  C1 1.078
4 H 1.129 -1.754 -0.275  C1 1.210
5 H -0.477 -2.799 0.365  C1 1.143
6 H -0.257 -0.254 1.771  C2 1.093
7 H 1.255 -1.076 2.056  C2 1.163
8 H -0.194 -1.974 2.585  C2 1.123
9 C -0.813 1.584 -0.790  C10 1.497, H11 1.097, H12 1.077, H13 1.127
10 C 0.576 1.516 -1.344  C9 1.497, H14 1.075, H15 1.216, H16 1.112
11 H -1.209 2.596 -0.639  C9 1.097
12 H -1.620 1.043 -1.256  C9 1.077
13 H -1.018 1.035 0.173  C9 1.127
14 H 0.869 1.171 -2.319  C10 1.075
15 H 1.164 0.606 -0.792  C10 1.216
16 H 1.047 2.520 -1.269  C10 1.112

Calculated values
- E_LUMO (eV) = 1.154
- structure (SMILES) = CC.CC
- gap between HOMO and LUMO (eV) = 12.0
- HOMO energy (eV) = -10.8
- M (g/mol) = 60.1
- maximum force (hartree/bohr) = 0.069

***

| no. | electronic energy (eV) |
| --- | --- |
| 1 | -84475.81452 |
| 2 | -29617.97839 |
| 3 | -4340.88810 |